Entry 1:
{
  "formula": "C5H29NO8",
  "method": "wB97M-V/def2-TZVPD",
  "elements": ["C", "C", "C", "C", "C", "N", "H", "H", "H", "H", "H", "H", "H", "H", "H", "H", "H", "H", "H", "O", "H", "H", "O", "H", "H", "O", "H", "H", "O", "H", "H", "O", "H", "H", "O", "H", "H", "O", "H", "H", "O", "H", "H"],
  "coordinates": [[1.587, 1.229, 0.891], [1.536, -0.178, 0.275], [0.135, -0.816, 0.392], [-0.835, -0.296, -0.640], [-0.525, -0.727, -2.093], [-0.571, -2.220, -2.261], [0.821, 1.925, 0.464], [2.565, 1.676, 0.768], [1.381, 1.252, 1.981], [1.783, -0.146, -0.781], [2.354, -0.818, 0.732], [-0.246, -0.582, 1.391], [0.160, -1.905, 0.286], [-0.890, 0.817, -0.639], [-1.861, -0.588, -0.393], [0.472, -0.405, -2.350], [-1.215, -0.194, -2.817], [-0.992, -2.644, -1.458], [-1.105, -2.478, -3.080], [-3.462, 1.101, 0.218], [-2.729, 1.677, 0.436], [-4.269, 1.641, 0.251], [-1.359, 2.547, 1.032], [-1.195, 1.981, 1.847], [-1.515, 3.425, 1.344], [2.291, -2.498, -2.278], [1.365, -2.603, -2.492], [2.330, -2.502, -1.309], [-2.939, -0.657, 2.192], [-2.501, -1.292, 1.683], [-3.263, -0.054, 1.505], [0.955, -0.439, 3.689], [0.909, -1.168, 4.341], [1.364, -0.738, 2.929], [2.802, 0.017, -3.016], [2.598, -0.946, -2.775], [3.776, 0.063, -3.044], [-1.223, 1.086, 3.277], [-0.483, 0.554, 3.535], [-1.932, 0.423, 2.963], [1.190, 2.122, -2.592], [1.765, 1.378, -2.740], [0.972, 1.982, -1.666]],
  "forces_ev_per_a": [[-0.7, 0.5, 0.2], [0.3, -0.5, 0.5], [0.5, 0.1, 0.4], [-0.6, 0.9, -1.1], [-0.9, -0.1, -0.1], [0.4, 0.9, -0.4], [0.7, -0.7, 0.2], [0.2, 0.1, -0.2], [0.1, -0.3, -0.6], [0.3, 0.2, -0.1], [-0.9, 0.5, -0.3], [-0.1, -0.2, -0.1], [0.3, -0.1, 0.2], [0.3, -0.7, 0.1], [0.1, -0.2, -0.1], [0.2, 0.2, -0.2], [0.6, -0.7, 0.9], [-0.4, -0.3, 0.3], [-0.1, 0.0, 0.1], [-1.7, -0.6, -0.3], [0.9, 1.0, 0.2], [0.5, -0.2, 0.0], [0.2, -1.2, 0.0], [0.0, 0.6, -0.2], [-0.1, 0.9, 0.4], [1.2, 0.0, 0.5], [-1.3, -0.2, 0.0], [-0.1, 0.0, -0.3], [-1.0, 1.0, 1.2], [1.2, -1.8, -1.0], [-0.5, 0.5, -0.3], [-1.2, 0.3, 3.3], [0.2, 0.6, -0.7], [1.4, -1.2, -2.4], [0.7, -1.2, 0.2], [0.4, 1.1, -0.3], [-0.7, 0.0, 0.0], [-2.2, 0.0, -0.9], [0.9, -0.6, 0.3], [1.1, 0.8, 0.6], [-0.7, 0.7, 0.5], [0.8, -0.7, -0.6], [-0.2, 0.4, 0.1]],
  "mol_weight_g_mol": 231.29,
  "smiles": "CCCCCN.O.O.O.O.O.O.O.O",
  "homo_lumo_gap_ha": 0.372,
  "e_above_lowest_kcal_mol": 26.8,
  "max_force_ev_per_a": 3.6,
  "total_charge": 0,
  "lumo_ha": 0.0077
}

---

Entry 2:
{
  "formula": "C12H21BrCuN3",
  "method": "wB97M-V/def2-TZVPD",
  "elements": ["Cu", "Br", "C", "C", "C", "C", "N", "H", "H", "H", "H", "H", "H", "H", "C", "C", "C", "C", "N", "H", "H", "H", "H", "H", "H", "H", "C", "C", "C", "C", "N", "H", "H", "H", "H", "H", "H", "H"],
  "coordinates": [[-0.264, 1.835, -1.074], [-1.055, 3.686, -2.825], [0.567, -3.716, 1.219], [-0.065, -3.968, -0.152], [-0.950, -2.805, -0.600], [-0.237, -1.553, -0.762], [0.332, -0.563, -0.848], [0.902, -2.677, 1.321], [1.461, -4.308, 1.408], [-0.132, -3.858, 2.047], [-0.623, -4.900, -0.089], [0.774, -4.094, -0.838], [-1.738, -2.697, 0.150], [-1.480, -3.089, -1.511], [3.586, 1.023, -3.654], [2.628, 2.169, -3.885], [2.898, 3.355, -2.930], [2.337, 2.964, -1.617], [1.885, 2.645, -0.613], [3.479, 0.644, -2.628], [4.622, 1.360, -3.681], [3.397, 0.173, -4.305], [1.555, 2.027, -3.999], [2.928, 2.585, -4.859], [2.276, 4.207, -3.205], [3.961, 3.482, -2.737], [-2.609, 1.021, 4.700], [-2.789, -0.183, 3.793], [-3.217, 0.160, 2.360], [-2.268, 1.042, 1.685], [-1.520, 1.724, 1.142], [-2.317, 0.709, 5.700], [-3.559, 1.552, 4.822], [-1.915, 1.747, 4.278], [-3.502, -0.900, 4.206], [-1.856, -0.758, 3.770], [-4.167, 0.687, 2.472], [-3.323, -0.729, 1.741]],
  "forces_ev_per_a": [[0.0, 0.7, -0.3], [0.4, -1.0, 0.7], [0.0, 0.7, 0.4], [1.1, 0.1, 0.7], [-0.7, -1.1, 0.2], [-0.1, -0.1, 0.1], [-0.1, 0.8, -0.2], [0.0, 0.0, -0.2], [-0.2, -0.3, -0.1], [0.0, -0.2, -0.1], [-0.2, 0.1, -0.4], [-0.3, -0.1, -0.3], [0.1, 0.4, 0.0], [0.2, 0.3, -0.2], [-0.6, -0.6, 1.4], [1.2, 1.6, -1.5], [-1.4, -1.5, 1.3], [0.3, 0.3, -0.4], [-0.4, -0.4, 0.4], [-0.2, -0.1, -0.1], [0.0, 0.0, -0.5], [0.2, 0.1, -0.2], [0.0, -0.6, 0.5], [-0.2, 0.0, -0.1], [0.6, 0.4, -0.3], [0.0, 0.6, -0.5], [-0.8, 0.2, -0.1], [0.8, -0.8, 0.0], [0.0, 0.3, 0.7], [0.1, 0.2, -0.1], [0.2, -0.2, -0.3], [0.3, 0.1, -0.1], [0.0, 0.0, -0.1], [0.2, -0.1, 0.2], [-0.2, 0.2, 0.0], [0.1, 0.2, -0.1], [-0.1, -0.1, -0.5], [-0.2, 0.0, 0.0]],
  "mol_weight_g_mol": 350.77,
  "homo_lumo_gap_ha": 0.288,
  "e_above_lowest_kcal_mol": 0.7,
  "max_force_ev_per_a": 2.5,
  "total_charge": 0,
  "lumo_ha": 0.0056
}

---

Repeat the first record exactly.
{
  "formula": "C5H29NO8",
  "method": "wB97M-V/def2-TZVPD",
  "elements": ["C", "C", "C", "C", "C", "N", "H", "H", "H", "H", "H", "H", "H", "H", "H", "H", "H", "H", "H", "O", "H", "H", "O", "H", "H", "O", "H", "H", "O", "H", "H", "O", "H", "H", "O", "H", "H", "O", "H", "H", "O", "H", "H"],
  "coordinates": [[1.587, 1.229, 0.891], [1.536, -0.178, 0.275], [0.135, -0.816, 0.392], [-0.835, -0.296, -0.640], [-0.525, -0.727, -2.093], [-0.571, -2.220, -2.261], [0.821, 1.925, 0.464], [2.565, 1.676, 0.768], [1.381, 1.252, 1.981], [1.783, -0.146, -0.781], [2.354, -0.818, 0.732], [-0.246, -0.582, 1.391], [0.160, -1.905, 0.286], [-0.890, 0.817, -0.639], [-1.861, -0.588, -0.393], [0.472, -0.405, -2.350], [-1.215, -0.194, -2.817], [-0.992, -2.644, -1.458], [-1.105, -2.478, -3.080], [-3.462, 1.101, 0.218], [-2.729, 1.677, 0.436], [-4.269, 1.641, 0.251], [-1.359, 2.547, 1.032], [-1.195, 1.981, 1.847], [-1.515, 3.425, 1.344], [2.291, -2.498, -2.278], [1.365, -2.603, -2.492], [2.330, -2.502, -1.309], [-2.939, -0.657, 2.192], [-2.501, -1.292, 1.683], [-3.263, -0.054, 1.505], [0.955, -0.439, 3.689], [0.909, -1.168, 4.341], [1.364, -0.738, 2.929], [2.802, 0.017, -3.016], [2.598, -0.946, -2.775], [3.776, 0.063, -3.044], [-1.223, 1.086, 3.277], [-0.483, 0.554, 3.535], [-1.932, 0.423, 2.963], [1.190, 2.122, -2.592], [1.765, 1.378, -2.740], [0.972, 1.982, -1.666]],
  "forces_ev_per_a": [[-0.7, 0.5, 0.2], [0.3, -0.5, 0.5], [0.5, 0.1, 0.4], [-0.6, 0.9, -1.1], [-0.9, -0.1, -0.1], [0.4, 0.9, -0.4], [0.7, -0.7, 0.2], [0.2, 0.1, -0.2], [0.1, -0.3, -0.6], [0.3, 0.2, -0.1], [-0.9, 0.5, -0.3], [-0.1, -0.2, -0.1], [0.3, -0.1, 0.2], [0.3, -0.7, 0.1], [0.1, -0.2, -0.1], [0.2, 0.2, -0.2], [0.6, -0.7, 0.9], [-0.4, -0.3, 0.3], [-0.1, 0.0, 0.1], [-1.7, -0.6, -0.3], [0.9, 1.0, 0.2], [0.5, -0.2, 0.0], [0.2, -1.2, 0.0], [0.0, 0.6, -0.2], [-0.1, 0.9, 0.4], [1.2, 0.0, 0.5], [-1.3, -0.2, 0.0], [-0.1, 0.0, -0.3], [-1.0, 1.0, 1.2], [1.2, -1.8, -1.0], [-0.5, 0.5, -0.3], [-1.2, 0.3, 3.3], [0.2, 0.6, -0.7], [1.4, -1.2, -2.4], [0.7, -1.2, 0.2], [0.4, 1.1, -0.3], [-0.7, 0.0, 0.0], [-2.2, 0.0, -0.9], [0.9, -0.6, 0.3], [1.1, 0.8, 0.6], [-0.7, 0.7, 0.5], [0.8, -0.7, -0.6], [-0.2, 0.4, 0.1]],
  "mol_weight_g_mol": 231.29,
  "smiles": "CCCCCN.O.O.O.O.O.O.O.O",
  "homo_lumo_gap_ha": 0.372,
  "e_above_lowest_kcal_mol": 26.8,
  "max_force_ev_per_a": 3.6,
  "total_charge": 0,
  "lumo_ha": 0.0077
}